Entry 1:
Computed, not measured: a molecular structure, C5H9O3, with ωB97M-V with the def2-TZVPD basis set.

Output
Highest occupied orbital energy (eV): -3.05
DFT total energy (eV): -11467.6738
LUMO (eV): 3.04
Energy above the lowest of the compared OMol25 structures with the same formula, charge and spin (kcal per mole): 174.4
Net charge: -1
Orbital gap (eV): 6.09

Each line ends with the Löwdin charge.
Positions of all 17 atoms, in Å:
O1 1.3377 -0.3894 1.5377  0.060
O2 2.6083 -0.2032 -0.6448  0.030
O3 -2.8982 -0.7115 -0.3165  -0.554
C1 1.6168 -0.5602 0.3197  -0.584
C2 0.4036 -1.1067 -0.4211  -0.180
C3 -0.5095 1.2742 0.0494  -0.169
C4 -0.3571 0.0435 -0.9694  -0.237
C5 -1.6049 1.8643 0.6274  -0.026
H1 1.7175 0.5126 -0.1460  0.173
H2 -2.6256 1.4353 0.6220  0.037
H3 -1.2524 2.5992 1.4675  0.063
H4 0.4283 1.6507 0.5777  0.075
H5 0.0172 0.4387 -1.9246  0.105
H6 -2.9065 -1.5088 -0.9422  -0.097
H7 0.6984 -1.7976 -1.2523  0.120
H8 -1.4458 -0.2769 -0.9420  0.027
H9 -0.3065 -1.7097 0.2932  0.156

Entry 2:
Computed, not measured: C5H9O5 in the gas phase, with ωB97M-V with the def2-TZVPD basis set.

Output
⟨S²⟩: 0.763
Highest occupied orbital energy (alpha / beta) (eV): -9.34 / -9.66
DFT total energy (eV): -15560.5174
LUMO (alpha / beta) (eV): 0.55 / -1.93
2S+1: 2
Energy above the lowest of the compared OMol25 structures with the same formula, charge and spin (kcal per mole): 71.8
Orbital gap (alpha / beta) (eV): 9.89 / 7.73

Each line ends with the Mulliken spin population.
Positions of all 19 atoms, in Å:
O1 -1.7266 0.4212 -1.8800  0.003
O2 -0.5835 -0.2935 -1.3498  0.038
O3 1.5280 3.3490 -3.3465  0.000
O4 1.6394 1.8746 -3.3536  0.002
O5 -1.2848 2.3721 -0.2168  0.284
C1 0.9190 1.4070 -0.4289  0.430
C2 0.3860 1.4306 -2.8968  0.028
C3 0.5565 0.5569 -1.5730  0.056
C4 -0.0958 2.1874 0.1694  0.090
C5 2.2612 1.2902 0.1623  -0.001
H1 2.6757 2.2956 0.3751  0.024
H2 2.8735 0.7934 -0.5973  -0.002
H3 0.0986 2.6844 1.1193  -0.005
H4 2.4211 3.5764 -3.6817  0.000
H5 -0.3699 2.1854 -2.6551  -0.003
H6 2.2262 0.7071 1.0990  0.056
H7 -1.6162 1.2070 -1.2167  -0.004
H8 -0.0141 0.7614 -3.6601  0.007
H9 1.3855 -0.1321 -1.7669  -0.003

Entry 3:
Computed, not measured: C5H9OP in the gas phase, with ωB97M-V with the def2-TZVPD basis set.

Output
SMILES: C=PC[C@H]1O[C@@H]1C
Highest occupied orbital energy (eV): -9.13
DFT total energy (eV): -16663.6497
LUMO (eV): 0.88
Energy above the lowest of the compared OMol25 structures with the same formula, charge and spin (kcal per mole): 74.7
Orbital gap (eV): 10.02

Each line ends with the Löwdin charge.
Positions of all 16 atoms, in Å:
P1 0.5778 0.1218 2.3309  0.952
O1 1.1110 0.7681 -0.2070  -0.062
C1 0.2827 0.0537 -1.0595  -0.308
C2 0.3848 -1.4945 2.5287  -0.362
C3 -0.8748 0.5709 1.0940  -0.303
C4 0.3114 0.2463 -2.5386  -0.032
C5 -0.2224 1.0353 -0.0923  -0.413
H1 -0.4145 2.0097 -0.3705  0.129
H2 -0.7479 0.3775 -2.9461  0.112
H3 1.0276 -1.9705 3.2051  -0.042
H4 -1.5334 1.0075 1.7204  0.025
H5 0.9224 -0.4876 -2.9935  0.056
H6 0.8512 1.0896 -2.9789  0.083
H7 -1.3391 -0.3939 0.8953  0.072
H8 0.0790 -0.9278 -0.7215  0.130
H9 -0.4160 -2.0062 2.1334  -0.038

Entry 4:
Computed, not measured: 2 unconnected molecules or ions with the total composition C5H9P, with ωB97M-V with the def2-TZVPD basis set.

Output
SMILES: C=C1CP1.C=C
Highest occupied orbital energy (eV): -8.85
DFT total energy (eV): -14615.5802
LUMO (eV): 1.02
Energy above the lowest of the compared OMol25 structures with the same formula, charge and spin (kcal per mole): 63.2
Orbital gap (eV): 9.87

Each line ends with the Löwdin charge.
Positions of all 15 atoms, in Å:
P1 0.8061 1.4324 -0.1461  0.890
C1 -0.9680 -0.7539 2.9096  -0.096
C2 -0.2789 0.9704 -1.5836  -0.372
C3 -1.5702 -0.7404 1.7515  -0.106
C4 1.9022 -0.5286 -2.0714  0.014
C5 0.9229 0.2664 -1.5640  -0.565
H1 -1.1261 0.4593 -1.2227  0.047
H2 1.7549 -0.7700 -3.0998  0.041
H3 -0.4341 1.6752 -2.3926  0.081
H4 -1.4416 -0.4963 3.8162  0.033
H5 2.7269 -0.8248 -1.4785  0.038
H6 1.6139 2.3096 -0.6552  -0.158
H7 -0.2496 -1.5248 3.0974  0.042
H8 -2.5194 -0.1685 1.6930  0.066
H9 -1.1389 -1.3061 0.9462  0.043

Entry 5:
Computed, not measured: C5H9P3S in the gas phase, with ωB97M-V with the def2-TZVPD basis set.

Output
SMILES: Cc1sc(P)c(P)c1P
Highest occupied orbital energy (eV): -8.75
DFT total energy (eV): -44029.9261
LUMO (eV): 0.66
Energy above the lowest of the compared OMol25 structures with the same formula, charge and spin (kcal per mole): 0.0
Orbital gap (eV): 9.41

Each line ends with the Löwdin charge.
Positions of all 18 atoms, in Å:
S1 1.8778 0.2209 0.6209  1.032
P1 1.2399 -2.5673 1.9629  0.779
P2 -2.0916 0.5665 -1.3034  0.860
P3 -1.6248 -2.3192 0.4797  0.776
C1 -0.3963 0.2221 -0.5241  -0.523
C2 0.8527 -1.1133 0.8993  -0.889
C3 0.6833 1.0072 -0.2917  -0.638
C4 0.9850 2.3854 -0.7307  -0.120
C5 -0.3541 -0.9942 0.2216  -0.675
H1 -1.6565 1.1395 -2.4001  -0.172
H2 -2.0538 -2.0179 -0.8798  -0.132
H3 2.0200 2.5084 -0.9575  0.052
H4 2.0018 -1.9015 2.9207  -0.120
H5 2.3781 -3.0038 1.4604  -0.166
H6 -2.8651 -1.6930 0.6936  -0.137
H7 0.5479 2.7186 -1.6641  0.076
H8 0.8288 3.0718 0.1558  0.109
H9 -2.3735 1.7699 -0.6635  -0.113

Entry 6:
Computed, not measured: 2 unconnected molecules or ions with the total composition C5HF7N, with ωB97M-V with the def2-TZVPD basis set.

Output
Highest occupied orbital energy (alpha / beta) (eV): -15.63 / -15.15
DFT total energy (eV): -25698.5270
LUMO (alpha / beta) (eV): -7.09 / -6.75
Energy above the lowest of the compared OMol25 structures with the same formula, charge and spin (kcal per mole): 102.0
Net charge: +1
Orbital gap (alpha / beta) (eV): 8.54 / 8.40

Each line ends with the Löwdin charge.
Positions of all 14 atoms, in Å:
F1 -0.1237 1.9484 -1.6862  0.197
F2 -1.2081 -0.0042 -1.5657  0.157
F3 0.7826 -1.3918 2.1606  0.321
F4 -1.8935 1.7960 0.9394  0.242
F5 -0.6880 0.7640 2.3792  0.169
F6 -0.0081 2.6146 1.4137  0.229
F7 0.8777 -0.0143 -1.8320  0.119
N1 0.7398 -2.0745 0.0145  0.177
C1 0.9652 -2.4052 -1.1060  0.336
C2 0.0402 0.6656 0.2755  0.352
C3 -0.1004 0.6859 -1.2116  -0.589
C4 -0.6805 1.5088 1.2809  -0.718
C5 0.5732 -1.2645 0.9836  -0.129
H1 0.7235 -2.8290 -2.0459  0.137

Entry 7:
Computed, not measured: 10 unconnected molecules or ions with the total composition C60H110F4N6, with ωB97M-V with the def2-TZVPD basis set.

Output
SMILES: CCN(CC)CC.CCN(CC)CC.CCN(CC)CC.CCN(CC)CC.CCN(CC)CC.CCN(CC)CC.Fc1ccccc1.Fc1ccccc1.Fc1ccccc1.Fc1ccccc1
Highest occupied orbital energy (eV): -7.94
DFT total energy (eV): -83810.3242
LUMO (eV): 0.65
Orbital gap (eV): 8.59

Each line ends with the Löwdin charge.
Positions of all 180 atoms, in Å:
F1 -1.3525 5.0026 2.0212  0.072
F2 6.1032 5.4979 -3.2035  0.101
F3 4.9464 0.5713 1.9590  0.065
F4 1.9983 2.8480 1.6600  0.048
N1 2.3973 0.1156 5.4625  -0.158
N2 1.5794 -5.9369 1.0674  -0.168
N3 -1.5525 2.1458 -4.3168  -0.225
N4 -3.5278 -0.0339 3.5175  -0.183
N5 0.9195 -3.1411 -4.8507  -0.214
N6 -5.2729 -2.1125 -3.4037  -0.180
C1 -0.5394 1.5001 -0.5438  -0.068
C2 2.6830 5.0139 -0.9796  -0.111
C3 -4.6431 0.8757 3.7912  -0.294
C4 3.0002 -1.4877 3.6322  -0.073
C5 1.2859 -0.7603 5.9640  -0.250
C6 -1.1959 -2.8161 -6.1347  -0.073
C7 1.8640 -3.5321 -5.8618  -0.251
C8 -6.2821 -1.7922 -5.7798  -0.079
C9 0.7607 -2.5696 -2.3882  -0.069
C10 2.3883 1.5296 5.9013  -0.225
C11 -0.4782 1.2160 -4.4519  -0.255
C12 7.8754 2.5010 1.0528  -0.088
C13 0.2014 2.4115 0.2101  -0.039
C14 -4.1780 -1.0880 -3.5842  -0.214
C15 6.8655 1.5985 0.9686  -0.029
C16 -5.6490 -2.7135 -4.7025  -0.240
C17 -1.1316 5.8605 3.0081  -0.294
C18 0.1158 -4.1761 1.9447  -0.080
C19 3.7019 4.0775 -0.8760  -0.060
C20 0.2309 1.3400 -5.8430  -0.066
C21 0.9433 -8.0761 2.2518  -0.097
C22 5.0129 5.3230 -2.5269  -0.336
C23 -3.8930 2.3819 -4.5961  -0.083
C24 -7.4978 -2.6137 -2.3355  -0.082
C25 -0.6541 6.1417 5.3276  -0.074
C26 -2.6080 1.8308 -5.2089  -0.274
C27 2.8549 6.0433 -1.8448  -0.095
C28 2.6103 -0.0634 4.0110  -0.271
C29 -0.7328 5.3016 4.2172  0.000
C30 -0.7242 7.5218 5.1526  -0.099
C31 -0.1383 0.1565 -0.5406  -0.081
C32 4.0132 6.2552 -2.6347  -0.002
C33 3.1112 -2.6178 -5.6923  -0.086
C34 8.0562 3.1626 2.2835  -0.094
C35 -0.0903 3.9276 -3.3572  -0.061
C36 7.3618 2.8496 3.4390  -0.065
C37 1.2732 1.9682 0.9381  -0.315
C38 -1.0071 8.0727 3.9123  -0.085
C39 3.3509 -7.1628 -0.1324  -0.091
C40 4.8965 4.2314 -1.6264  0.017
C41 -1.6300 1.6473 3.3276  -0.047
C42 5.9921 1.3826 2.0621  -0.274
C43 1.3439 -5.0142 2.1714  -0.278
C44 1.4110 -3.4604 -3.5085  -0.231
C45 1.1983 2.3550 5.4174  -0.092
C46 1.7455 0.6681 0.8853  -0.009
C47 -6.4184 -1.6107 -2.7055  -0.286
C48 -1.3895 7.2027 2.9292  -0.035
C49 -1.2471 3.5766 -4.3443  -0.216
C50 6.2711 1.9949 3.2637  -0.021
C51 1.0753 -0.6741 7.4507  -0.102
C52 -2.4948 0.5129 2.6400  -0.208
C53 3.0093 -6.2353 1.0332  -0.275
C54 0.7216 -7.1269 1.0958  -0.250
C55 0.9772 -0.2936 0.1999  -0.045
C56 -2.1325 -1.7947 4.4746  -0.108
C57 -3.4648 -0.7207 -2.2657  -0.076
C58 -5.3319 1.3970 2.5916  -0.112
C59 -3.0868 -0.6995 4.7486  -0.270
C60 -0.4376 -3.6762 -5.0976  -0.226
H1 -6.8772 -0.8606 -3.3497  0.109
H2 -0.3109 -4.7210 -5.3809  0.110
H3 -6.2330 1.9452 2.8665  0.076
H4 1.9808 -0.9015 8.0133  0.080
H5 -2.7048 0.7506 -5.3185  0.106
H6 3.3099 1.9853 5.5392  0.105
H7 0.8983 -7.6785 0.1724  0.101
H8 -4.0445 3.4563 -4.6996  0.068
H9 -1.1146 -1.7325 -6.0498  0.053
H10 0.5989 2.3611 -5.9435  0.066
H11 0.2485 -3.5697 1.0488  0.059
H12 7.4540 3.3446 4.3944  0.107
H13 0.1064 4.9936 -3.2431  0.066
H14 -4.3537 1.7685 4.3454  0.107
H15 -1.1194 9.1447 3.8447  0.108
H16 -1.2356 1.4070 4.3149  0.043
H17 3.0030 -1.6254 -5.2548  0.075
H18 -0.8569 0.2105 -4.2682  0.098
H19 -0.6431 4.2326 4.3420  0.087
H20 -6.2759 -2.2966 -6.7460  0.069
H21 0.3584 1.3483 -3.7659  0.098
H22 5.5103 1.8852 4.0224  0.102
H23 8.8086 3.9360 2.3303  0.097
H24 3.4780 -6.5401 1.9689  0.114
H25 2.2912 1.5144 6.9868  0.097
H26 2.4866 -3.3886 -3.3474  0.105
H27 -4.1970 -0.4090 -1.5208  0.057
H28 5.6884 3.5091 -1.4942  0.096
H29 -7.3386 -1.6290 -5.5668  0.060
H30 1.4212 -1.8165 5.7310  0.109
H31 -4.0516 2.0927 -3.5572  0.072
H32 -0.6783 -0.5869 -1.1080  0.071
H33 -0.4649 1.1791 -6.6665  0.058
H34 0.2799 -1.3866 7.6695  0.076
H35 2.0274 -4.6008 -5.7226  0.113
H36 0.6923 -7.6177 3.2084  0.068
H37 0.3029 -0.4655 5.5968  0.088
H38 3.3613 -1.5429 2.6052  0.063
H39 -3.9282 -1.1517 5.2736  0.116
H40 -1.0447 -3.7112 -4.1930  0.100
H41 -0.8238 2.0023 2.6857  0.047
H42 3.7334 -2.5386 -6.5838  0.062
H43 3.7389 -1.7416 4.3925  0.089
H44 1.5526 -3.4026 -6.8983  0.106
H45 -5.4203 0.3982 4.3879  0.115
H46 -0.8001 -4.7554 1.8276  0.069
H47 -0.4292 5.7581 6.3118  0.102
H48 -1.4277 1.7678 -1.0967  0.098
H49 -2.2714 2.5208 3.4446  0.061
H50 -0.1644 3.4246 0.2891  0.106
H51 -4.6322 -0.1958 -4.0152  0.080
H52 -4.7747 -3.1805 -5.1558  0.093
H53 -2.3348 2.2389 -6.1820  0.112
H54 0.2821 2.0492 5.9227  0.067
H55 -0.3501 -6.9310 1.1280  0.109
H56 -3.3809 -1.5231 -4.1870  0.100
H57 3.5817 3.2210 -0.2293  0.087
H58 -0.6701 -2.8832 -7.0872  0.059
H59 3.8204 -3.1515 -5.0596  0.054
H60 0.8095 0.3418 7.7428  0.060
H61 -1.9655 -0.3639 2.2669  0.097
H62 -8.3208 -2.1928 -1.7579  0.073
H63 -1.2111 -1.4114 4.0362  0.049
H64 -7.9157 -3.0977 -3.2182  0.060
H65 1.9102 -8.5790 2.2415  0.067
H66 3.0832 -8.1888 0.1200  0.065
H67 -6.0148 -1.1874 -1.7857  0.103
H68 -0.5225 8.1169 6.0310  0.099
H69 1.8468 4.8745 -0.3105  0.094
H70 -2.9803 -1.6035 -1.8486  0.074
H71 0.2832 -8.9395 2.1685  0.073
H72 0.9989 0.5730 -5.9432  0.064
H73 2.0022 6.6931 -1.9752  0.099
H74 -5.8543 -0.7943 -5.8764  0.058
H75 -0.3725 3.5251 -2.3843  0.047
H76 2.1640 -4.3009 2.2532  0.100
H77 1.1095 -4.4683 -3.2233  0.105
H78 3.5299 -5.2976 0.8387  0.107
H79 -0.1023 -3.4953 2.7675  0.056
H80 0.8460 3.4153 -3.5786  0.065
H81 1.4543 3.3763 5.6993  0.072
H82 -1.0371 3.8713 -5.3725  0.107
H83 1.0627 2.3489 4.3359  0.051
H84 -4.6851 1.8358 -5.1084  0.058
H85 -2.1352 4.1096 -4.0047  0.102
H86 -7.0429 -3.3852 -1.7142  0.077
H87 -1.7877 -2.2496 5.4032  0.075
H88 8.4803 2.7629 0.1973  0.108
H89 -0.2958 -2.4408 -2.6232  0.052
H90 1.2865 -5.4947 3.1482  0.108
H91 -5.6920 0.5674 1.9831  0.080
H92 4.4058 -7.0679 -0.3896  0.070
H93 4.1222 7.0158 -3.3936  0.114
H94 -2.7839 0.1240 -2.3712  0.047
H95 1.2060 -1.5951 -2.1874  0.053
H96 0.8604 -3.1782 -1.4895  0.059
H97 -2.8973 0.9234 1.7140  0.096
H98 1.7722 0.3198 3.4289  0.089
H99 2.8915 -6.8102 -1.0559  0.075
H100 2.1210 -2.1320 3.6356  0.050
H101 6.7455 1.0932 0.0216  0.113
H102 -2.7416 0.1306 5.3650  0.107
H103 -2.5655 -2.5696 3.8421  0.087
H104 -4.7024 2.0827 2.0245  0.067
H105 -2.2627 -3.0355 -6.1771  0.058
H106 3.4449 0.5890 3.7542  0.085
H107 -1.6541 7.6532 1.9839  0.117
H108 -6.2901 -3.5775 -4.5275  0.099
H109 1.3329 -1.3132 0.2170  0.089
H110 2.6351 0.5052 1.4757  0.082

Question: Which value of DFT total energy does entry 4 give?
Answer: -14615.5802 eV